[1]
{
  "formula": "C33H52As3BN11O7Sn",
  "method": "wB97M-V/def2-TZVPD",
  "orbital_gap_ev": [8.3, 6.9],
  "e_tot_ha": -9364.21615,
  "multiplicity": 2,
  "relative_energy_kcal_mol": 0.0,
  "e_lumo_ev": [0.3, -1.7],
  "elements": ["C", "C", "N", "C", "O", "H", "H", "H", "H", "C", "C", "H", "H", "H", "H", "C", "N", "H", "Sn", "N", "C", "B", "H", "H", "H", "H", "N", "C", "H", "C", "As", "H", "H", "N", "H", "H", "C", "H", "H", "H", "H", "H", "H", "O", "H", "H", "H", "C", "H", "H", "C", "C", "N", "H", "C", "C", "C", "C", "C", "N", "C", "H", "H", "C", "O", "H", "C", "H", "N", "As", "H", "H", "O", "C", "H", "H", "C", "H", "C", "H", "O", "H", "H", "H", "H", "N", "C", "H", "O", "C", "H", "C", "C", "C", "N", "H", "C", "C", "C", "H", "H", "O", "As", "H", "H", "N", "C", "H"],
  "coordinates": [[-4.2975, 2.7022, -0.0462], [4.1001, 1.3040, -2.5587], [-1.5187, -0.1720, 2.9161], [3.7628, -1.5051, -3.6101], [-2.3661, 0.5333, -6.2849], [1.3902, -0.9498, -5.5574], [2.1215, -4.4796, -2.8886], [3.5452, -4.6715, -4.9309], [5.4575, -1.7400, -0.4515], [5.5090, -0.8478, -1.0691], [0.2411, 3.5508, 3.0000], [5.7390, 0.0135, -0.4435], [-1.0194, -3.1928, 4.0078], [2.8534, -5.6596, -0.7857], [-3.7796, 6.9396, 3.6277], [4.8577, -3.6593, -2.9668], [-2.5526, 1.4801, 0.5957], [2.7582, -0.9175, -6.6932], [-0.9825, -0.1175, 0.7032], [-2.4806, 3.3180, 3.9496], [2.3607, -3.4238, -2.7291], [-2.0481, 2.2951, 2.9160], [-2.3288, 0.5551, -1.8770], [-4.0185, 0.0845, -1.6561], [1.1206, -1.1937, -7.2841], [-3.5280, 1.0638, 5.0953], [-0.9643, -1.5836, -2.5558], [0.8532, 0.0581, -3.0596], [-0.4245, -3.7496, -6.1220], [3.4772, -3.5802, -4.9966], [3.7732, -0.5004, -1.9390], [-4.3317, 3.8073, 1.9012], [2.9643, -1.0361, -4.1822], [-2.3614, -1.1967, -4.2013], [5.0624, -3.3012, -1.9569], [2.0025, 1.8394, -0.4428], [3.2742, -4.8354, -0.2078], [0.5144, -3.6661, 0.7008], [4.7594, -4.7456, -2.9199], [3.2859, 2.1266, 0.7458], [-2.5644, 7.4035, 4.8247], [4.7091, -1.2521, -4.1008], [2.3379, 4.0258, 2.5026], [1.4631, -0.3545, -2.0266], [4.2108, 1.9634, -1.6998], [5.0291, 1.3006, -3.1317], [3.0239, -4.9783, 0.8435], [-2.9148, 0.3986, 4.5118], [2.3759, 0.6059, 0.7510], [0.2992, 1.2870, -5.0263], [-2.1131, -1.9342, -3.0934], [-2.7384, -0.9646, 4.6046], [-0.5692, 2.5787, 2.5534], [-5.1003, 3.1047, -0.6385], [-3.3339, 0.9337, -1.6901], [0.3759, -3.7454, -5.3814], [1.4643, 3.4100, 2.3766], [-1.3248, -0.3261, -4.3875], [3.5892, -3.0283, -3.5566], [-2.9362, 4.5432, 3.5775], [-3.3833, 6.7135, 4.6156], [-3.6132, 1.5731, -2.5269], [4.3573, -4.8411, -0.3084], [0.6427, -3.5834, -0.3777], [-2.7825, -1.5383, 0.4708], [1.4913, -2.8383, -3.0278], [-3.0303, -2.9831, -2.5757], [-2.1442, -3.1858, 2.6370], [-2.8849, 2.3235, 1.6102], [2.4923, -3.1255, -0.7861], [5.7266, -3.4260, -3.5866], [-0.5239, -2.5188, 2.4540], [-0.3994, 1.4198, -5.7412], [1.3163, 2.2998, 1.5352], [-3.2915, -2.7611, -1.5412], [-3.9450, -3.0301, -3.1655], [-2.9163, 5.2961, 4.6621], [-2.2803, 4.9115, 6.7785], [1.8054, -1.3933, -6.4597], [-0.0129, -2.8140, -0.7825], [1.2836, 0.9214, -3.8554], [4.3726, -3.2754, -5.5509], [-3.1977, -1.6381, 5.3066], [-2.5405, -3.9569, -2.6124], [6.2765, -0.9604, -1.8366], [-4.0225, -1.2272, 0.7618], [-1.8650, -1.2851, 3.5665], [-1.7088, 2.4602, 5.7385], [-4.8844, -1.5625, -0.0380], [-1.3608, -2.6223, 3.1444], [0.1386, -3.0177, -4.6086], [-1.3968, 0.5836, -5.5610], [-3.9366, 3.0621, 1.2353], [-3.3979, 1.7035, -0.4147], [0.0838, 1.8155, 1.6556], [3.2616, 1.6175, -3.1737], [-0.4621, -0.5808, -3.3439], [2.3014, 1.6842, 0.5955], [-2.1385, 3.3268, 5.2641], [0.4346, -4.7399, -4.9393], [0.4036, -4.5442, -0.8376], [-4.2529, -0.6338, 1.8040], [2.0375, -3.3359, -6.3462], [-3.1592, -1.2332, -4.8182], [-4.1642, 6.8943, 5.3551], [-2.1608, 0.8658, 3.5088], [-2.4139, 4.5703, 5.7659], [-0.1060, 4.2767, 3.7171]],
  "forces_ev_per_angstrom": [[0.008, 0.003, 0.001], [0.017, 0.022, 0.001], [-0.092, -0.067, 0.015], [0.003, 0.017, -0.002], [0.033, -0.040, -0.036], [0.010, -0.009, -0.006], [0.023, -0.001, -0.001], [-0.003, -0.006, -0.003], [-0.005, 0.006, 0.001], [0.013, 0.007, -0.036], [0.003, 0.002, -0.018], [0.003, 0.003, -0.001], [-0.020, -0.009, 0.000], [-0.004, 0.006, -0.002], [0.004, -0.001, 0.000], [-0.010, -0.015, 0.016], [0.011, 0.048, -0.027], [-0.007, 0.009, 0.003], [0.086, -0.065, 0.017], [-0.006, -0.013, 0.000], [0.007, -0.005, 0.007], [-0.065, 0.005, -0.026], [0.003, -0.003, 0.003], [0.003, 0.002, -0.004], [0.000, -0.002, -0.002], [0.000, -0.006, -0.003], [0.003, 0.020, 0.004], [-0.024, -0.004, 0.027], [0.001, 0.001, 0.003], [-0.017, 0.005, 0.006], [0.048, 0.037, 0.024], [0.003, 0.003, -0.007], [0.013, 0.005, -0.001], [-0.008, -0.010, 0.008], [0.000, -0.006, -0.008], [-0.003, -0.002, 0.011], [0.011, 0.004, 0.007], [0.013, 0.010, 0.007], [-0.003, -0.002, -0.001], [-0.002, 0.002, 0.001], [-0.001, -0.002, 0.006], [0.000, -0.013, -0.007], [-0.001, -0.003, 0.001], [-0.004, -0.039, -0.005], [0.006, -0.004, -0.004], [-0.001, 0.007, -0.003], [0.004, -0.002, -0.001], [-0.011, 0.027, 0.006], [-0.002, -0.004, -0.003], [0.012, -0.001, -0.006], [-0.015, -0.021, -0.008], [0.006, -0.025, 0.016], [0.003, -0.004, 0.030], [0.006, 0.002, 0.003], [0.008, 0.010, -0.008], [0.006, -0.004, 0.008], [0.000, 0.005, -0.013], [0.024, -0.011, -0.023], [-0.001, 0.016, -0.007], [-0.009, -0.010, 0.023], [0.004, 0.003, -0.001], [-0.009, -0.003, 0.004], [0.005, 0.004, -0.007], [-0.018, 0.018, 0.006], [-0.139, 0.206, 0.045], [-0.017, -0.004, -0.015], [0.004, -0.007, -0.012], [-0.006, 0.015, 0.002], [0.055, 0.041, 0.011], [-0.049, -0.050, -0.013], [-0.003, -0.001, 0.004], [0.011, -0.015, -0.004], [0.037, -0.015, -0.017], [0.000, 0.013, -0.005], [-0.001, -0.002, -0.023], [0.004, -0.002, -0.002], [-0.005, 0.005, -0.008], [0.000, -0.002, -0.003], [0.005, 0.009, -0.003], [0.012, 0.005, 0.000], [-0.023, -0.009, -0.008], [0.001, 0.000, 0.003], [0.004, 0.004, 0.000], [0.001, -0.001, 0.001], [0.017, 0.001, 0.018], [0.046, -0.131, 0.010], [0.045, 0.027, 0.005], [-0.002, 0.002, -0.001], [-0.001, 0.013, 0.018], [0.016, 0.008, 0.001], [-0.020, 0.015, 0.012], [-0.095, 0.087, 0.093], [-0.027, -0.025, 0.011], [-0.023, -0.033, 0.020], [0.005, -0.011, -0.013], [0.005, -0.004, 0.001], [0.025, -0.024, -0.024], [-0.007, 0.009, 0.011], [0.008, 0.005, -0.010], [0.000, 0.001, -0.001], [0.000, -0.003, 0.001], [0.001, 0.002, -0.039], [0.002, -0.013, -0.002], [-0.001, 0.003, -0.001], [-0.004, -0.002, -0.004], [0.052, -0.011, -0.049], [0.010, 0.005, 0.004], [-0.004, -0.006, 0.000]],
  "lowdin_spin": [0.0000, 0.0565, 0.0000, 0.0356, -0.0001, -0.0001, 0.0004, 0.0000, 0.0014, 0.1143, 0.0000, 0.0004, 0.0000, 0.0034, 0.0000, 0.0009, 0.0000, 0.0000, 0.0002, 0.0000, -0.0030, 0.0000, 0.0000, 0.0000, 0.0000, 0.0000, 0.0003, 0.0133, 0.0000, 0.0001, 0.4301, 0.0000, -0.0004, 0.0003, 0.0003, 0.0005, 0.0263, 0.0001, 0.0002, 0.0001, 0.0000, 0.0084, 0.0000, 0.1565, 0.0005, 0.0118, 0.0002, 0.0000, 0.0043, -0.0001, 0.0000, 0.0000, 0.0000, 0.0000, 0.0000, 0.0000, 0.0001, 0.0013, 0.0008, 0.0000, 0.0000, 0.0000, 0.0002, 0.0171, 0.0000, -0.0001, 0.0000, 0.0000, 0.0000, 0.0816, 0.0002, 0.0000, -0.0001, 0.0006, 0.0000, 0.0000, 0.0000, 0.0000, 0.0000, 0.0002, 0.0030, 0.0001, 0.0000, 0.0000, 0.0162, 0.0000, 0.0000, 0.0000, 0.0000, 0.0000, 0.0000, -0.0001, 0.0000, 0.0000, 0.0001, 0.0000, 0.0077, 0.0057, 0.0000, 0.0000, 0.0024, 0.0000, 0.0000, 0.0001, 0.0000, 0.0000, 0.0000, 0.0000]
}


[2]
{
  "formula": "C33H52Cl2CuN3O7PS",
  "method": "wB97M-V/def2-TZVPD",
  "orbital_gap_ev": [7.2, 6.7],
  "e_tot_ha": -5279.99656,
  "multiplicity": 2,
  "relative_energy_kcal_mol": 0.0,
  "e_lumo_ev": [-0.5, -1.0],
  "elements": ["H", "H", "H", "H", "H", "H", "C", "C", "C", "H", "H", "C", "C", "H", "N", "H", "H", "C", "H", "C", "H", "C", "H", "H", "H", "C", "N", "H", "H", "Cl", "C", "O", "S", "C", "H", "O", "C", "H", "H", "C", "O", "C", "H", "H", "C", "H", "C", "C", "H", "H", "C", "O", "H", "H", "H", "Cu", "H", "C", "C", "H", "H", "H", "H", "H", "H", "H", "N", "O", "H", "Cl", "C", "H", "O", "C", "C", "H", "H", "C", "H", "C", "H", "H", "C", "H", "H", "P", "C", "H", "C", "C", "H", "H", "H", "C", "H", "C", "C", "O", "C", "H"],
  "coordinates": [[4.6473, 2.2981, 5.4963], [-2.0462, 0.9550, -5.1898], [0.4594, 2.3239, -0.3623], [-1.5348, 3.5776, -1.2125], [6.2900, 1.5835, 2.9916], [-3.6197, -0.9251, -2.1135], [2.3441, -2.0523, 2.5108], [-1.2164, 2.7122, -3.1786], [0.4978, 3.9212, -1.7853], [-4.2896, -1.2527, 1.5580], [-1.9709, -0.6906, 0.8310], [1.1100, 0.8941, 1.8992], [1.9002, -2.5586, -1.2246], [-5.2826, 0.9949, 1.3699], [2.1369, -1.8785, 3.8297], [3.3770, 0.2995, 3.8840], [-0.5598, 0.7454, -3.7288], [-2.4801, -1.0517, -5.8111], [-3.3666, -1.6621, -6.0156], [-3.6749, 1.9307, -0.7013], [-4.5933, -0.3291, -4.1210], [1.6870, -3.8857, -0.6435], [2.7980, -1.9665, -1.0457], [-4.1437, -1.3785, -0.1787], [0.1646, -4.1620, -3.5766], [0.7168, -3.8275, -2.7096], [1.1939, -2.1483, 1.8534], [1.3303, -1.8098, -3.2684], [-0.8485, -2.0505, 2.5343], [-1.0875, 1.3881, 3.5421], [-0.9826, 3.8003, -2.1283], [2.3379, 0.7987, 1.8631], [5.2578, 0.0706, 5.2511], [-2.8924, -0.6399, -2.8761], [-3.2395, -2.5897, -3.6701], [6.0132, -0.6605, 4.2597], [-2.3658, -1.9582, -3.4738], [2.9171, -2.0374, 5.7654], [1.1892, 0.5280, -1.9214], [-2.7782, 0.0349, 0.7475], [0.2652, 0.3434, 1.1451], [-3.6456, 0.1886, -3.9376], [-5.0962, 0.5864, -1.6428], [1.0563, 4.2152, -2.6812], [-2.4664, 1.0176, -0.4012], [-2.2747, 2.6363, -3.4195], [1.0105, 2.5839, -1.2687], [0.8270, 1.4833, -2.3066], [-3.7209, 2.6676, 0.1070], [-1.7467, -2.4755, -2.7413], [-2.9211, 0.3107, -5.2818], [-1.0846, -1.7942, 5.2821], [2.0528, -4.2143, 0.3155], [4.2066, -3.0514, 2.2526], [-1.6431, 1.6440, -0.0391], [0.7391, -1.2866, -0.0116], [2.0624, 2.6458, -0.9852], [0.5675, 1.7707, 3.0519], [3.5360, -0.1598, 4.8636], [3.5903, -2.2082, 0.8239], [-2.7650, 0.6185, 1.6707], [-5.8177, 1.9613, -0.8420], [-1.3736, 4.7460, -2.5100], [-0.7205, 3.0338, -4.1011], [5.8021, 3.2353, 3.3963], [-1.3016, -2.7511, -5.1659], [0.1037, -1.5687, 5.2303], [5.4566, -0.2125, 6.6494], [4.0756, -2.2099, 4.4413], [0.7195, 3.4893, 2.6090], [1.3028, -2.6130, -2.5471], [-0.6906, -1.2082, -4.6143], [0.7737, -1.0930, 6.1322], [5.5387, 2.1835, 3.5007], [3.2104, -1.6520, 4.7948], [6.3968, 2.0481, 5.5168], [4.5793, 2.0258, 3.0055], [-4.1319, -0.6657, 0.6507], [4.3057, -1.2877, 2.1565], [0.9540, -4.6211, -1.5188], [2.9476, 0.3438, 5.6295], [-3.9144, 1.1742, -3.5588], [-5.0274, 1.2127, -0.7527], [-3.5225, 2.4996, -1.6180], [0.6009, -5.6300, -1.3638], [-1.6397, 0.1836, -1.8092], [-0.6206, 1.3372, -2.8109], [1.1922, 1.6241, 3.9255], [-1.6109, -1.7754, -4.7867], [-5.2562, 0.3507, 0.4841], [-1.9494, -0.9339, -6.7577], [0.6542, 4.7004, -1.0370], [1.4437, 1.7193, -3.1805], [0.1985, -2.0367, 2.7805], [-3.5873, 0.7983, -5.9969], [3.6940, -2.1530, 1.9027], [0.7649, -1.8612, 4.0008], [-0.7480, -0.9245, -1.2825], [5.4774, 1.8160, 4.9773], [-6.2249, -0.1491, 0.4236]],
  "forces_ev_per_angstrom": [[0.053, 0.042, 0.061], [0.054, 0.083, 0.012], [0.029, -0.015, 0.066], [-0.049, -0.005, 0.023], [0.029, 0.010, -0.001], [-0.060, -0.007, 0.013], [0.066, -0.082, -0.128], [0.114, -0.027, 0.036], [-0.028, -0.025, 0.013], [0.015, -0.018, 0.002], [-0.026, 0.033, 0.037], [0.089, -0.134, 0.100], [-0.340, 0.311, 0.259], [-0.023, -0.002, 0.012], [-0.010, -0.083, 0.040], [-0.056, 0.037, 0.009], [0.010, 0.027, -0.046], [0.002, 0.007, 0.040], [-0.003, -0.005, -0.027], [0.007, -0.085, 0.018], [-0.011, -0.004, 0.015], [0.070, 0.048, -0.139], [0.055, -0.082, -0.061], [-0.023, -0.023, -0.022], [-0.001, 0.015, -0.007], [0.008, -0.070, 0.033], [-0.149, 0.145, 0.033], [-0.031, 0.031, 0.007], [-0.006, 0.027, -0.005], [0.054, 0.016, 0.070], [0.021, -0.033, -0.052], [0.138, -0.065, 0.020], [-0.046, 0.032, -0.013], [-0.002, 0.024, 0.002], [-0.013, -0.002, 0.007], [0.023, -0.008, 0.044], [0.033, -0.011, -0.011], [0.001, -0.007, -0.059], [0.003, -0.007, -0.040], [-0.108, -0.058, -0.052], [-0.195, 0.213, -0.232], [0.081, -0.070, -0.013], [-0.009, -0.045, -0.079], [0.024, 0.009, 0.007], [-0.008, 0.010, -0.043], [-0.103, -0.031, -0.037], [-0.030, -0.014, 0.012], [-0.004, 0.000, 0.047], [0.015, 0.011, 0.007], [-0.009, 0.004, -0.035], [-0.035, -0.070, 0.062], [-0.113, -0.003, 0.003], [-0.031, 0.003, 0.063], [0.010, 0.009, -0.011], [-0.035, -0.002, 0.033], [0.169, -0.393, -0.108], [0.013, -0.001, 0.006], [0.019, 0.071, 0.050], [0.015, -0.116, 0.015], [0.018, -0.025, 0.040], [0.001, -0.016, -0.077], [0.007, 0.008, -0.019], [-0.004, 0.005, 0.011], [-0.010, -0.012, -0.015], [-0.015, 0.010, 0.008], [0.001, -0.002, 0.000], [0.019, -0.100, -0.083], [0.007, 0.024, -0.054], [0.009, 0.003, -0.002], [-0.034, -0.038, -0.085], [0.122, 0.021, -0.042], [0.030, -0.022, -0.006], [0.050, 0.073, 0.135], [-0.041, -0.021, 0.047], [0.005, 0.074, 0.020], [0.021, 0.013, -0.026], [-0.001, -0.004, -0.012], [0.031, 0.089, -0.024], [0.017, 0.008, 0.018], [-0.025, 0.029, -0.040], [-0.028, 0.020, -0.040], [-0.014, 0.074, 0.033], [0.084, 0.019, 0.076], [0.011, 0.053, -0.042], [0.001, -0.009, 0.015], [0.026, -0.147, 0.067], [-0.041, 0.008, -0.019], [0.038, 0.021, 0.009], [-0.062, 0.070, 0.037], [0.029, -0.003, -0.019], [0.002, 0.002, -0.004], [-0.014, 0.013, -0.006], [0.013, 0.003, -0.007], [0.056, -0.069, -0.004], [-0.001, 0.009, 0.004], [-0.037, 0.068, 0.015], [0.019, 0.072, -0.002], [0.053, 0.103, 0.104], [-0.003, -0.040, -0.066], [-0.008, 0.003, 0.000]],
  "lowdin_spin": [0.0000, 0.0000, 0.0000, 0.0000, 0.0000, 0.0000, 0.0030, 0.0000, 0.0000, 0.0000, -0.0002, 0.0025, 0.1471, 0.0000, 0.0010, 0.0000, 0.0000, 0.0000, 0.0000, 0.0001, 0.0002, 0.0290, 0.0095, 0.0000, 0.0039, 0.0758, 0.0458, -0.0013, 0.0002, -0.0001, 0.0000, 0.0009, 0.0000, 0.0026, 0.0000, 0.0000, 0.0005, 0.0000, 0.0008, -0.0001, 0.0118, 0.0010, 0.0000, 0.0000, 0.0001, 0.0000, 0.0000, 0.0005, 0.0000, 0.0007, 0.0000, -0.0001, -0.0006, 0.0000, 0.0000, 0.5428, 0.0000, 0.0010, 0.0000, 0.0001, 0.0000, 0.0000, 0.0000, 0.0000, 0.0000, 0.0000, 0.0004, 0.0000, 0.0000, -0.0001, 0.0162, 0.0000, 0.0003, 0.0000, 0.0003, 0.0000, 0.0000, 0.0000, -0.0001, 0.0558, 0.0000, 0.0000, 0.0000, 0.0000, 0.0024, 0.0050, -0.0002, 0.0002, 0.0000, 0.0000, 0.0000, 0.0000, 0.0001, 0.0038, 0.0000, -0.0002, 0.0018, 0.0360, 0.0000, 0.0000]
}


Q: multiplicity of number 1 (C33H52As3BN11O7Sn)?
A: 2